The following is a DFT calculation (ωB97M-V with the def2-TZVPD basis set) of a molecular structure, C17H36BN3O11S at a distorted geometry.

ORCA input file:
```
! RIJCOSX wB97M-V def2-TZVPD def2/J DEFGRID3
* xyz 0 1
C 2.77218 -4.98295 -0.52452
C 2.11652 -4.13889 -1.12844
C 1.30643 -2.82986 -1.34302
C -0.21094 -2.84483 -1.11197
C -1.09205 -1.63981 -1.25095
C -2.61955 -1.84712 -0.93259
B -3.63656 -1.08781 -1.92622
O -5.01138 -0.97126 -1.50921
O -3.31269 -0.48867 -3.16153
C -0.42583 -0.33493 -1.64610
N -1.06331 0.90799 -1.79386
S 0.20026 1.95685 -2.18730
N 1.58791 0.96889 -2.20790
C 1.09337 -0.31751 -1.88114
C 1.98402 -1.55592 -1.73381
C 3.54349 -1.43820 -1.95522
O 4.02774 -0.47375 -0.94874
N 5.31414 -0.82535 -0.57832
O 5.62497 -0.09709 0.30545
H 3.25494 -5.86311 -0.02261
H -0.68277 -3.82920 -0.80378
H -2.79372 -1.60680 0.17170
H -2.82268 -2.96699 -1.03143
H -5.03277 -1.31962 -0.58903
H -3.58420 0.45513 -3.18194
H 4.06117 -2.43140 -1.78641
H 3.79904 -1.00501 -2.97840
C 3.25534 -1.02940 2.72975
O 3.13221 -1.66848 1.46747
H 2.66528 -1.57894 3.46255
H 4.30395 -1.02503 3.03964
H 2.88314 -0.00384 2.66159
H 3.66375 -1.16164 0.83927
C -5.64600 -5.06817 -0.42828
O -4.88575 -4.31778 -1.36726
H -4.96988 -5.48076 0.31965
H -6.37431 -4.41791 0.06299
H -6.16188 -5.88521 -0.93819
H -5.50508 -3.96355 -2.01748
C 1.71244 2.47157 4.38326
O 3.08303 2.14463 4.61012
H 1.11512 2.06579 5.19760
H 1.59202 3.55713 4.35306
H 1.37978 2.03416 3.43875
H 3.58736 2.51460 3.87621
C -7.84501 1.55863 -2.27784
O -8.00195 0.36230 -1.53063
H -8.81507 2.04717 -2.36432
H -7.14879 2.22767 -1.76496
H -7.46851 1.32477 -3.27732
H -7.13157 -0.05053 -1.46823
C 0.10471 5.18690 -5.12838
O 0.29140 5.06391 -3.72493
H -0.87142 4.77925 -5.38862
H 0.14424 6.24045 -5.41658
H 0.88170 4.62775 -5.65609
H 1.15998 5.43042 -3.51960
C 2.33187 0.54469 8.06680
O 1.87726 0.43696 6.72648
H 1.63340 0.01864 8.71705
H 3.32230 0.09147 8.15989
H 2.37519 1.59706 8.36026
H 2.51163 0.91013 6.17005
C 3.91202 2.81413 -0.55380
O 3.31424 4.06397 -0.22188
H 3.12529 2.13013 -0.88208
H 4.63094 2.95601 -1.36541
H 4.41492 2.40438 0.32585
H 4.02295 4.65378 0.06086
*
```

Results
* frontier orbital gap: 7.47 eV
* electronic energy: -2084.021455 Ha
* largest force on an atom: 0.08705 hartree/bohr

=====

The following is a DFT calculation (ωB97M-V with the def2-TZVPD basis set) of a molecular structure, C17H36GeN5NiO3Se4Si3 at a distorted geometry.

ORCA input file:
```
! RIJCOSX wB97M-V def2-TZVPD def2/J DEFGRID3
* xyz -2 4
Ni -0.10976 -0.11025 -0.23540
C 1.71631 0.42094 3.70702
C 1.23052 0.24721 2.29784
N -0.01338 0.33264 1.98816
O -0.87837 0.55637 3.05010
C 2.15694 0.01606 1.21167
C 3.63145 0.25188 1.35504
N 1.64846 -0.33993 0.05140
O 2.36522 -0.48174 -0.99050
H 0.99213 -0.01852 4.39163
H 1.80061 1.48480 3.94138
H 2.68959 -0.04535 3.84647
H -1.72667 0.61711 2.58185
H 3.83130 1.18129 1.89145
H 4.05797 0.33318 0.35671
H 4.12256 -0.57550 1.87886
Se 0.12512 0.28484 -2.83369
Se -1.27536 1.66723 -3.79250
Se -4.16406 -0.29295 -0.95404
Se -2.21171 0.45564 -0.14748
N 1.28435 3.15784 1.34030
C 1.36794 2.74059 0.02276
O 0.42169 2.03188 -0.39091
C 2.54030 3.17648 -0.66569
C 3.41822 4.06761 -0.03125
N 4.10992 4.82995 0.50411
C 2.87215 2.77661 -1.97618
N 3.13718 2.46060 -3.05463
H 0.38218 3.03166 1.76796
H 1.81640 3.96395 1.62418
C -1.16975 -2.80717 3.38998
Si -1.57036 -3.34971 1.60806
C -3.40557 -2.95588 1.33731
C -1.48232 -5.25607 1.70338
Ge -0.07554 -2.41959 -0.06763
Si -0.62539 -3.36372 -2.23050
C -1.02175 -5.22966 -2.15158
C 0.92338 -3.22650 -3.32816
C -2.12075 -2.59314 -3.09232
Si 1.98146 -3.57013 0.46511
C 3.62605 -3.20119 -0.41867
C 1.79242 -5.45068 0.18692
C 2.34275 -3.43543 2.34227
H -1.85417 -3.27330 4.10566
H -1.25506 -1.72549 3.50531
H -0.15157 -3.08941 3.66720
H -4.04308 -3.53122 2.01596
H -3.70975 -3.17666 0.31183
H -3.60726 -1.89564 1.49485
H -2.33718 -5.64714 2.26257
H -0.57233 -5.58385 2.21146
H -1.49696 -5.70868 0.70956
H -0.19841 -5.79971 -1.71621
H -1.19465 -5.61118 -3.16260
H -1.91953 -5.42591 -1.56072
H 1.57181 -4.09929 -3.20538
H 1.50534 -2.34292 -3.06026
H 0.65652 -3.13947 -4.38437
H -3.03071 -2.72772 -2.50624
H -2.27935 -3.03278 -4.08244
H -1.98951 -1.51922 -3.22333
H 3.69766 -3.79743 -1.33229
H 4.48711 -3.43740 0.21355
H 3.69307 -2.15559 -0.71466
H 1.95950 -5.71900 -0.85854
H 0.79767 -5.80064 0.46730
H 2.52438 -5.99128 0.79474
H 2.13196 -2.43434 2.72473
H 3.38486 -3.67183 2.57484
H 1.71186 -4.13627 2.89673
*
```

Results
* frontier orbital gap (alpha / beta): 5.68 / 5.33 eV
* ⟨S²⟩: 3.810
* electronic energy: -15228.378753 Ha
* largest force on an atom: 0.04641 hartree/bohr
* energy above the lowest of the compared OMol25 structures with the same formula, charge and spin: 1.122 eV

=====

The following is a DFT calculation (ωB97M-V with the def2-TZVPD basis set) of a molecular structure, C17H36I3N5O8S at a distorted geometry.

ORCA input file:
```
! RIJCOSX wB97M-V def2-TZVPD def2/J DEFGRID3
* xyz 0 1
C -1.02060 -0.12667 0.96733
C -1.27149 1.40392 0.99367
I 0.51447 2.29657 1.80354
C -2.53413 1.72551 1.82824
I -2.32546 3.47903 3.07551
C -3.74419 1.94417 0.90817
I -3.47123 3.67173 -0.32437
O -4.87561 2.33956 1.75148
S -5.71839 1.06615 2.14627
O -7.02822 1.49002 2.43843
O -5.00347 0.25287 3.06764
O -5.61010 0.40505 0.72073
C -4.24772 0.63822 0.23075
N -4.24503 0.57487 -1.17819
H -0.13338 -0.41022 1.51980
H -0.88216 -0.44903 -0.06468
H -1.88770 -0.66505 1.34556
H -1.35094 1.78634 -0.01598
H -2.73532 0.92123 2.52518
H -3.65898 -0.19534 0.61397
H -3.82512 1.36703 -1.65115
H -3.83178 -0.27997 -1.51217
C 5.17653 -0.41515 1.42508
C 4.46015 0.90888 1.29185
O 3.33720 0.98437 0.82373
N 5.10999 2.02453 1.72239
C 6.43221 2.12293 2.30763
H 4.51700 -1.19284 1.05220
H 6.10291 -0.41690 0.84855
H 5.40860 -0.62800 2.46907
H 4.57669 2.87154 1.60455
H 6.37626 2.54842 3.31103
H 7.07338 2.76362 1.69975
H 6.88975 1.14201 2.37470
C -0.83950 2.33555 -4.58583
C -2.28986 2.10246 -4.24140
O -2.67444 2.05907 -3.07940
N -3.16322 1.94091 -5.26106
C -2.89307 1.95943 -6.68597
H -0.28418 2.44543 -3.65970
H -0.43448 1.49078 -5.14365
H -0.72153 3.24330 -5.17826
H -4.11331 1.78886 -4.95926
H -3.46339 2.75307 -7.17052
H -3.17525 1.00771 -7.13760
H -1.83820 2.12945 -6.87002
C 0.97826 -3.37953 -2.48949
C 0.30349 -2.03085 -2.59398
O -0.84481 -1.91174 -2.99973
N 1.02193 -0.95000 -2.21074
C 2.38376 -0.88484 -1.69882
H 0.27731 -4.13626 -2.82730
H 1.87062 -3.41711 -3.11497
H 1.26148 -3.58940 -1.45741
H 0.51391 -0.08354 -2.29639
H 2.37963 -0.43812 -0.70531
H 2.99119 -0.25565 -2.35272
H 2.83043 -1.87202 -1.64776
C 1.07860 -1.67232 4.23037
C 1.57318 -2.63826 3.17620
O 2.11683 -2.25995 2.15062
N 1.38802 -3.96442 3.41318
C 0.76620 -4.59432 4.56194
H 1.29293 -0.66104 3.89856
H 0.00203 -1.77492 4.37200
H 1.58524 -1.84736 5.18007
H 1.73676 -4.55657 2.67632
H 1.47210 -5.25972 5.06176
H -0.09933 -5.18257 4.25326
H 0.43659 -3.84492 5.27276
*
```

Results
* frontier orbital gap: 7.98 eV
* electronic energy: -2836.350898 Ha
* largest force on an atom: 0.03267 hartree/bohr

=====

The following is a DFT calculation (ωB97M-V with the def2-TZVPD basis set) of a molecular structure, C17H36N2O5SSiV at a distorted geometry.

ORCA input file:
```
! RIJCOSX wB97M-V def2-TZVPD def2/J DEFGRID3
* xyz 3 1
V 3.26804 2.29450 -0.12285
N 3.37803 3.96258 -1.39195
C 2.16336 4.81944 -1.15674
C 1.70067 4.63808 0.27367
O 1.04925 5.29433 0.96286
O 2.26440 3.33638 0.74530
H 4.19750 4.51161 -1.11187
H 3.50144 3.79417 -2.39210
H 1.35601 4.48886 -1.81170
H 2.37255 5.87032 -1.35112
C 7.30700 0.76650 2.90283
C 5.88429 0.16441 2.92381
C 5.01916 0.77456 1.93696
N 4.33726 1.25742 1.13906
H 7.89406 0.22396 3.63980
H 7.29158 1.81867 3.17690
H 7.77431 0.64223 1.92872
H 5.39846 0.30569 3.89520
H 5.89160 -0.90959 2.71233
C -1.75936 -0.96958 -4.28979
C -2.36978 -0.36126 -3.04701
C -1.94831 1.08152 -2.84682
C -3.87458 -0.52657 -3.00372
O -1.80122 -1.15767 -1.90718
Si -1.90737 -1.10603 -0.34736
S 2.08223 1.02356 -1.04699
O -2.70622 0.04333 0.34612
C -3.12887 0.35272 1.75809
C -3.95718 1.61360 1.65141
C -1.86384 0.56137 2.56530
C -3.94086 -0.82630 2.25327
O -1.15427 -2.17583 0.51159
C -0.33906 -3.39425 0.19394
C 0.03118 -3.97683 1.53925
C -1.21023 -4.33217 -0.61755
C 0.87564 -2.92310 -0.58308
H -2.11241 -0.42796 -5.16696
H -2.05105 -2.01380 -4.39348
H -0.67040 -0.91221 -4.26266
H -2.27709 1.67762 -3.69778
H -0.85795 1.15205 -2.78546
H -2.39464 1.50281 -1.94414
H -4.32096 -0.02088 -3.85997
H -4.29782 -0.08867 -2.09749
H -4.14866 -1.58015 -3.05738
H -3.35366 2.45274 1.30387
H -4.36196 1.86082 2.63227
H -4.79163 1.47353 0.96540
H -1.23155 1.31561 2.09062
H -1.30498 -0.37017 2.67379
H -2.12262 0.91770 3.56209
H -4.79922 -1.00651 1.60546
H -4.31735 -0.61440 3.25372
H -3.33262 -1.73176 2.30755
H -0.85976 -4.25768 2.09923
H 0.60464 -3.26259 2.13137
H 0.63456 -4.87207 1.39094
H -2.11679 -4.58676 -0.06822
H -0.66724 -5.25668 -0.81348
H -1.48130 -3.89154 -1.57869
H 1.39986 -2.14498 -0.01959
H 0.59189 -2.54021 -1.56599
H 1.56383 -3.75447 -0.73362
*
```

Results
* frontier orbital gap (alpha / beta): 6.33 / 6.34 eV
* electronic energy: -2785.893430 Ha
* largest force on an atom: 0.02382 hartree/bohr
* energy above the lowest of the compared OMol25 structures with the same formula, charge and spin: 0.586 eV

=====

The following is a DFT calculation (ωB97M-V with the def2-TZVPD basis set) of a molecular structure, C17H36NO2P3Pt at a distorted geometry.

ORCA input file:
```
! RIJCOSX wB97M-V def2-TZVPD def2/J DEFGRID3
* xyz 4 5
P -0.54773 0.82860 3.78245
C 0.37971 -0.28358 4.83632
H 0.19120 -0.11219 5.91641
H 1.47487 -0.20947 4.66566
H 0.08421 -1.32240 4.57737
C 0.32018 2.31650 3.30018
H -0.37042 2.96383 2.74043
H 1.15147 2.04070 2.63695
H 0.70112 2.84620 4.19030
C -2.24494 1.25646 4.16677
H -2.30834 1.98535 4.99265
H -2.81462 0.35151 4.43037
H -2.70167 1.69835 3.26500
P -1.98338 -2.11278 -1.02506
C -1.26999 -3.60801 -0.20964
H -1.70238 -4.58154 -0.50658
H -1.37258 -3.53321 0.87965
H -0.19312 -3.64877 -0.41883
C -3.76821 -2.17872 -0.60224
H -4.27697 -1.34600 -1.09993
H -3.87352 -2.01512 0.47577
H -4.30728 -3.10212 -0.85815
C -2.00060 -2.56139 -2.80462
H -2.69083 -3.36530 -3.10113
H -0.98975 -2.84436 -3.11775
H -2.26547 -1.66044 -3.36846
P 3.28383 0.12480 -2.11788
C 4.41465 -1.22386 -1.82686
H 5.25436 -1.13171 -2.54496
H 3.93165 -2.21580 -1.96501
H 4.80819 -1.18600 -0.78950
C 2.87384 0.61790 -3.77939
H 3.79010 1.00180 -4.25257
H 2.09171 1.39355 -3.74246
H 2.47325 -0.23968 -4.34721
C 3.45382 1.46097 -0.95255
H 4.41656 1.96172 -1.19176
H 3.41157 1.02410 0.07608
H 2.58493 2.12456 -1.12042
Pt -1.57941 0.58510 -1.05156
C -0.72843 -0.08910 2.15589
O -0.56460 -1.20302 1.68716
C 1.58510 -0.49275 -1.56407
O 1.24165 -1.59208 -1.24599
C -1.45657 1.85641 -2.73321
C -0.45038 2.27666 -1.78853
C -0.80580 2.59553 -0.44663
C -2.16045 2.42849 -0.04408
C -3.15115 1.85357 -0.91498
C -2.78207 1.45718 -2.27311
H -1.17584 1.54379 -3.74034
H 0.62129 2.26727 -2.03864
H -0.01930 2.87205 0.29107
H -2.42356 2.57823 1.00582
H -4.08046 1.44361 -0.50773
H -3.35390 0.65325 -2.76430
N 3.10722 -0.48247 1.61156
H 2.30271 -0.34759 0.96624
H 2.90819 -0.33380 2.60024
H 3.55635 -1.38481 1.60583
*
```

Results
* frontier orbital gap (alpha / beta): 7.91 / 6.23 eV
* ⟨S²⟩: 6.011
* electronic energy: -2016.184938 Ha
* largest force on an atom: 0.23285 hartree/bohr

=====

The following is a DFT calculation (ωB97M-V with the def2-TZVPD basis set) of 3 unconnected molecules or ions with the total composition C17H36O2.

ORCA input file:
```
! RIJCOSX wB97M-V def2-TZVPD def2/J DEFGRID3
* xyz 0 1
C -1.20450 1.48148 -3.72772
C -0.81802 1.11474 -2.51877
C 0.60625 0.78878 -2.14624
C 0.88751 1.25120 -0.72646
O 0.80759 0.51754 0.21500
O 1.07811 2.57584 -0.51847
C 1.81294 3.39972 -1.42390
H -0.49053 1.60498 -4.53589
H -2.25029 1.66214 -3.94271
H -1.55293 1.00686 -1.72538
H 0.75497 -0.29450 -2.14415
H 1.28194 1.21884 -2.88447
H 2.72348 3.71732 -0.91443
H 1.21001 4.27213 -1.67306
H 2.08513 2.87595 -2.33769
C -6.21433 2.90205 1.94277
C -4.77742 3.37338 2.14046
C -3.82695 2.91712 1.03473
C -3.69118 1.39990 0.89347
C -3.23434 0.67398 2.15782
C -1.86421 1.12343 2.65429
H -6.28605 1.81336 1.95002
H -6.86471 3.27783 2.73365
H -6.61127 3.25532 0.98823
H -4.41051 3.02787 3.11090
H -4.76049 4.46556 2.18390
H -2.84106 3.35594 1.20960
H -4.17317 3.32589 0.07946
H -2.97266 1.19285 0.09399
H -4.64180 0.97462 0.55944
H -3.20664 -0.39857 1.94810
H -3.97609 0.80611 2.95107
H -1.09890 0.97727 1.88988
H -1.56240 0.55513 3.53523
H -1.86314 2.17919 2.93152
C 3.92482 -1.02122 -0.30681
C 3.40074 -2.13623 -1.20549
C 2.46604 -3.10480 -0.48195
C 3.10441 -3.85405 0.68921
C 4.34992 -4.66336 0.33070
C 4.09069 -5.75860 -0.69856
H 4.53443 -1.41078 0.51012
H 4.54718 -0.32239 -0.86978
H 3.09946 -0.46238 0.13719
H 4.23959 -2.67920 -1.65054
H 2.85338 -1.69444 -2.04418
H 2.06929 -3.82389 -1.20427
H 1.60452 -2.54394 -0.10617
H 2.35553 -4.52751 1.11810
H 3.35681 -3.14468 1.48161
H 4.74490 -5.11560 1.24415
H 5.13446 -3.99591 -0.03734
H 3.32640 -6.45295 -0.34225
H 4.99578 -6.33329 -0.89940
H 3.74730 -5.34603 -1.64854
*
```

Results
* frontier orbital gap: 10.89 eV
* SMILES: C=CCC(=O)OC.CCCCCC.CCCCCC
* electronic energy: -819.783512 Ha
* largest force on an atom: 0.00888 hartree/bohr
* energy above the lowest of the compared OMol25 structures with the same formula, charge and spin: 0.000 eV

=====

Question: What is the electronic energy in the first record?
Answer: -2084.021455 Ha